# 1
DFT (ωB97M-V/def2-TZVPD) results for a molecular structure, CH3IO3P.

Geometry as XYZ:
```
9
CH3IO3P, DFT ωB97M-V/def2-TZVPD
C 1.0042 -0.5256 0.0018
O -1.7009 1.5089 1.4300
O -1.8023 -0.9089 0.6115
O 0.4944 0.4550 0.8637
P -1.1388 0.3916 0.7904
I -0.6221 1.2555 -2.7893
H 0.4680 -1.5027 -0.1809
H 2.1431 -0.7910 0.2913
H 1.1544 0.1173 -1.0185
```

**Spin multiplicity**: 1
**Molecular weight**: 220.9 g mol⁻¹
**Relative energy (zero: lowest compared OMol25 entry of this formula, charge and spin)**: 1.3310 eV
**Charge**: -1
**HOMO energy**: -4.203 eV
**E**: -904.801842 a.u.
**Strongest force on any atom**: 0.120 hartree/bohr
**Frontier orbital gap**: 0.26981 hartree

***

# 2
DFT (ωB97M-V/def2-TZVPD) results for a molecular structure, C2H4F3O4STb.

Geometry as XYZ:
```
15
C2H4F3O4STb, DFT ωB97M-V/def2-TZVPD
Tb 1.7911 1.7621 0.0857
O 1.9510 0.4609 -1.5244
S 3.8170 1.2246 3.1712
O 2.6808 1.4792 2.2633
O 5.1266 1.7209 2.8565
C 3.2529 2.0045 4.7808
F 2.0886 1.4973 5.1150
F 4.1525 1.7456 5.6980
F 3.1492 3.2976 4.5830
H 2.2496 -0.4561 -1.5819
O 3.9073 -0.3120 3.5086
C 2.7710 -1.2084 3.3254
H 1.8860 -0.8156 3.8343
H 2.5846 -1.3276 2.2537
H 3.0995 -2.1464 3.7764
```

**Spin multiplicity**: 7
**Molecular weight**: 340.0 g mol⁻¹
**Charge**: +2
**HOMO energy (spin up / spin down)**: -19.635 / -19.633 eV
**E**: -1901.130585 a.u.
**Strongest force on any atom**: 0.081 hartree/bohr
**Frontier orbital gap (spin up / spin down)**: 0.32337 / 0.32928 hartree

***

# 3
DFT (ωB97M-V/def2-TZVPD) results for a gas-phase ion, C7H12NO2S (charge +1).

Geometry as XYZ:
```
23
C7H12NO2S, DFT ωB97M-V/def2-TZVPD
C 1.1384 -1.4496 -2.1232
C 0.9821 -2.7605 -2.1697
C 0.3119 0.0047 0.5002
C 1.6063 0.6592 0.8678
C 1.0317 0.7460 -0.5968
C -3.2176 0.5707 0.2165
C -0.9734 0.5936 0.8985
N 2.7229 -0.1703 1.1570
O -0.8487 1.9294 1.2028
O -1.8498 0.4774 -0.2135
S 1.6560 0.0514 -2.0653
H 0.1192 -3.1893 -2.4321
H 1.7384 -3.3782 -1.9367
H 0.3882 -1.1759 0.3586
H 1.5596 1.4926 1.6367
H 0.6270 1.8455 -0.6930
H -3.2132 1.5806 0.7008
H -3.4943 -0.1398 0.9750
H -3.7056 0.5958 -0.8226
H -1.3935 0.1177 1.9416
H 2.6862 -1.0906 0.8280
H 3.6444 0.2899 1.0275
H -1.5162 2.3998 0.7419
```

**Spin multiplicity**: 1
**Molecular weight**: 174.2 g mol⁻¹
**Relative energy (zero: lowest compared OMol25 entry of this formula, charge and spin)**: 4.0523 eV
**Charge**: +1
**HOMO energy**: -12.780 eV
**E**: -876.907990 a.u.
**Strongest force on any atom**: 0.106 hartree/bohr
**Frontier orbital gap**: 0.26401 hartree

***

# 4
DFT (ωB97M-V/def2-TZVPD) results for a single C2H4N4 molecule.

Geometry as XYZ:
```
10
C2H4N4, DFT ωB97M-V/def2-TZVPD
H -2.5102 0.9253 0.3474
N -1.5237 0.7056 0.1870
N -1.3596 0.6766 -1.0408
N -0.0300 0.4299 -1.3838
C 0.4838 -0.8869 -1.0829
C 0.6826 -0.2295 -0.0055
N 1.1505 0.1897 1.1780
H 0.6989 -1.7237 -1.7214
H 0.5177 0.7032 1.7713
H 2.1274 0.1469 1.4231
```

**Spin multiplicity**: 1
**Molecular weight**: 84.1 g mol⁻¹
**Relative energy (zero: lowest compared OMol25 entry of this formula, charge and spin)**: 5.4080 eV
**HOMO energy**: -8.541 eV
**E**: -297.445566 a.u.
**Strongest force on any atom**: 0.022 hartree/bohr
**SMILES**: [H]/N=N/N1C=C1N
**Frontier orbital gap**: 0.34809 hartree

***

# 5
DFT (ωB97M-V/def2-TZVPD) results for 11 unconnected molecules or ions with the total composition C38H98O11.

Geometry as XYZ:
```
147
C38H98O11, DFT ωB97M-V/def2-TZVPD
C 13.0388 -13.1752 7.3332
C 11.8140 -13.9592 6.9056
O 12.1180 -15.2961 7.3010
C 11.3691 -16.3791 6.7395
C 11.5575 -17.7430 7.4493
H 12.9353 -12.1191 7.0842
H 13.3156 -13.2313 8.3860
H 13.8992 -13.5905 6.8084
H 10.9141 -13.6693 7.4480
H 11.6940 -13.9466 5.8222
H 10.3099 -16.1222 6.7528
H 11.7100 -16.4765 5.7088
H 11.1687 -18.5633 6.8459
H 11.0266 -17.6161 8.3928
H 12.5885 -17.9611 7.7278
C 17.6111 -15.7002 5.2697
C 16.1922 -15.3651 4.9427
O 15.5842 -16.4897 4.2480
C 14.2442 -16.1443 3.9692
C 13.6425 -17.2590 3.0965
H 18.0048 -14.9818 5.9888
H 17.5907 -16.7262 5.6370
H 18.3062 -15.6996 4.4301
H 15.6434 -15.1790 5.8658
H 16.1813 -14.4538 4.3448
H 13.6192 -16.1541 4.8621
H 14.2401 -15.2274 3.3798
H 13.6223 -18.2378 3.5757
H 14.2919 -17.3796 2.2293
H 12.6503 -16.9586 2.7598
C 14.3146 -20.8327 1.8148
C 12.8272 -20.7973 1.5232
O 12.2831 -20.3430 2.7706
C 10.9052 -20.0139 2.9121
C 10.5368 -19.3285 4.1855
H 14.8304 -20.7912 0.8554
H 14.6125 -19.9219 2.3343
H 14.5164 -21.7306 2.3988
H 12.6403 -20.0684 0.7346
H 12.4336 -21.7864 1.2889
H 10.6897 -19.3062 2.1116
H 10.2970 -20.8942 2.7041
H 11.2178 -18.5258 4.4683
H 10.4014 -20.0772 4.9660
H 9.5364 -18.9063 4.0898
C 15.6758 -15.9382 8.7738
C 15.2104 -15.1572 9.9780
O 16.4034 -14.6100 10.5644
C 16.2345 -13.9152 11.8366
C 17.6395 -13.4801 12.2818
H 16.2068 -16.8315 9.1024
H 14.8901 -16.1857 8.0600
H 16.3803 -15.3498 8.1859
H 14.6762 -14.2740 9.6278
H 14.4880 -15.6619 10.6195
H 15.5178 -13.0951 11.7925
H 15.8135 -14.6686 12.5023
H 18.1245 -12.7901 11.5913
H 18.2909 -14.3498 12.3685
H 17.5750 -13.0984 13.3007
C 11.0172 -14.9767 0.3622
C 9.7317 -15.6743 0.6896
O 9.6197 -15.6787 2.1107
C 8.4576 -16.3548 2.5602
C 8.4136 -16.1660 4.0854
H 11.2367 -15.0216 -0.7045
H 10.9639 -13.9574 0.7446
H 11.7908 -15.5469 0.8766
H 8.8594 -15.1731 0.2699
H 9.7990 -16.7008 0.3293
H 7.6062 -15.9042 2.0502
H 8.4778 -17.4010 2.2548
H 9.3729 -16.5293 4.4539
H 7.6453 -16.7853 4.5482
H 8.1978 -15.1885 4.5166
C 14.7782 -15.4061 -0.3500
C 16.3111 -15.4623 -0.6214
C 17.1041 -16.3502 0.3884
O 16.6639 -15.9263 -1.9084
H 14.6416 -15.0445 0.6691
H 14.5150 -16.4591 -0.4506
H 14.1443 -14.8060 -1.0029
H 16.6034 -14.4157 -0.5353
H 18.1526 -16.3834 0.0921
H 16.7296 -17.3654 0.5192
H 17.0764 -15.8948 1.3783
H 16.1521 -16.6929 -2.1768
C 15.9586 -21.2018 5.3110
C 15.4756 -19.7590 5.2982
C 15.4026 -19.0624 6.6742
O 16.3056 -19.0205 4.3618
H 17.0026 -21.1860 5.6236
H 15.9778 -21.6635 4.3238
H 15.3445 -21.7266 6.0428
H 14.4279 -19.7838 4.9986
H 16.3884 -18.7224 6.9915
H 15.0209 -19.7885 7.3920
H 14.7351 -18.2008 6.6665
H 15.8152 -18.2197 4.1622
C 18.4741 -12.3196 0.7171
C 17.8268 -12.3534 2.1012
C 18.7823 -12.8695 3.1558
O 17.4806 -11.0369 2.4981
H 18.6001 -13.3431 0.3640
H 19.4059 -11.7553 0.6795
H 17.7949 -11.8224 0.0247
H 16.8985 -12.9161 2.0026
H 18.4403 -12.6718 4.1716
H 19.7335 -12.3605 2.9999
H 18.9549 -13.9454 3.1310
H 18.2029 -10.4188 2.3648
C 22.9077 -13.4120 5.9212
C 21.8055 -14.4620 5.9790
C 21.9066 -15.4357 4.8327
O 22.0274 -15.1217 7.2540
H 22.9438 -12.6141 6.6630
H 22.8553 -12.9648 4.9285
H 23.8770 -13.9046 5.9976
H 20.8174 -14.0071 6.0491
H 22.7453 -16.1018 5.0352
H 21.9179 -14.8544 3.9107
H 20.9937 -16.0310 4.8514
H 21.4872 -15.9147 7.2850
C 19.1874 -18.2445 2.9685
C 19.5460 -19.2598 4.0407
C 21.0477 -19.5809 4.0505
O 19.0724 -18.8859 5.2863
H 19.4101 -17.2138 3.2445
H 18.1056 -18.2552 2.8354
H 19.6707 -18.5232 2.0321
H 19.0482 -20.1970 3.7919
H 21.3112 -20.4738 4.6174
H 21.5963 -18.7884 4.5595
H 21.4664 -19.7298 3.0552
H 18.1332 -18.7231 5.1718
C 19.7420 -18.6522 8.9985
C 19.3278 -17.3849 8.2403
C 19.4646 -16.0838 9.0254
O 20.0514 -17.1877 7.0498
H 19.1961 -18.6796 9.9416
H 20.7968 -18.5718 9.2612
H 19.6122 -19.5894 8.4574
H 18.2805 -17.4046 7.9391
H 20.4825 -15.8850 9.3607
H 18.7854 -15.9543 9.8680
H 19.1999 -15.2953 8.3210
H 19.8278 -17.8843 6.4282
```

**Spin multiplicity**: 2
**Molecular weight**: 731.2 g mol⁻¹
**Charge**: +1
**HOMO energy (spin up / spin down)**: -11.210 / -11.204 eV
**E**: -2333.794188 a.u.
**Strongest force on any atom**: 0.046 hartree/bohr
**Frontier orbital gap (spin up / spin down)**: 0.31506 / 0.08917 hartree

***

# 6
DFT (ωB97M-V/def2-TZVPD) results for a single C6H9NO2 molecule.

Geometry as XYZ:
```
18
C6H9NO2, DFT ωB97M-V/def2-TZVPD
C 1.5553 -0.5578 -1.1760
C 0.5249 -0.4362 -0.0804
C 0.9769 -0.8269 1.2890
O -0.6790 -0.9446 -0.5884
C -1.0166 0.3584 -0.1644
C -2.4277 0.2114 0.3452
N -0.7850 1.5651 -0.9005
C 0.2623 2.0038 -0.4943
O 1.2056 2.6088 -0.1285
H 1.1453 -0.2256 -2.1353
H 2.4495 0.0271 -0.9563
H 1.8448 -1.6094 -1.2872
H 1.8833 -0.2591 1.5377
H 0.2341 -0.6054 2.0579
H 1.2426 -1.8873 1.3391
H -2.6716 0.9842 1.0789
H -2.6430 -0.7702 0.7746
H -3.1017 0.3638 -0.5111
```

**Spin multiplicity**: 1
**Molecular weight**: 127.1 g mol⁻¹
**Relative energy (zero: lowest compared OMol25 entry of this formula, charge and spin)**: 3.3077 eV
**HOMO energy**: -8.773 eV
**E**: -439.154805 a.u.
**Strongest force on any atom**: 0.079 hartree/bohr
**SMILES**: CC1(C)O[C@]1(C)N=C=O
**Frontier orbital gap**: 0.35287 hartree

***

Q: Look up the molecular weight of the third one.
A: 174.2 g mol⁻¹